(1)
The following is a quantum chemistry calculation of 10 unconnected molecules or ions with the total composition C44H70F9N9O5S2, from the OMol25 dataset.

SMILES: O=S1(=O)CCC[C@@H](S(=O)(=O)C(F)(F)C(F)(F)C(F)(F)C(F)(F)F)O1.CCCC#N.CCCC#N.CCCC#N.CCCC#N.CCCC#N.CCCC#N.CCCC#N.CCCC#N.CCCC#N

Last columns: bonded neighbours and bond lengths (Å).
Atoms and positions in Å:
1 O 0.68 1.74 1.78  S2 1.420
2 S 0.54 1.60 0.37  O1 1.420, O3 1.428, C4 1.772, O24 1.615
3 O 1.52 0.87 -0.37  S2 1.428
4 C 0.23 3.16 -0.41  S2 1.772, C5 1.532, H25 1.088, H26 1.087
5 C -1.21 3.31 -0.90  C4 1.532, C6 1.526, H27 1.090, H28 1.092
6 C -1.78 2.15 -1.70  C5 1.526, C7 1.532, H29 1.090, H30 1.089
7 C -1.52 0.78 -1.06  C6 1.532, S8 1.829, O24 1.413, H31 1.094
8 S -0.83 -0.53 -2.12  C7 1.829, O9 1.430, O10 1.424, C11 1.889
9 O -1.96 -1.03 -2.83  S8 1.430
10 O -0.02 -1.42 -1.35  S8 1.424
11 C 0.23 0.29 -3.45  S8 1.889, F12 1.332, F13 1.331, C14 1.547
12 F 0.79 1.41 -2.98  C11 1.332
13 F -0.58 0.63 -4.45  C11 1.331
14 C 1.34 -0.63 -4.01  C11 1.547, F15 1.332, F16 1.338, C17 1.561
15 F 2.02 -1.16 -2.99  C14 1.332
16 F 0.76 -1.62 -4.70  C14 1.338
17 C 2.40 0.05 -4.93  C14 1.561, F18 1.347, F19 1.338, C20 1.552
18 F 3.18 -0.95 -5.37  C17 1.347
19 F 3.15 0.88 -4.20  C17 1.338
20 C 1.90 0.82 -6.18  C17 1.552, F21 1.339, F22 1.343, F23 1.345
21 F 0.98 0.10 -6.84  C20 1.339
22 F 2.95 1.05 -6.99  C20 1.343
23 F 1.36 2.00 -5.82  C20 1.345
24 O -0.88 0.85 0.20  S2 1.615, C7 1.413
25 H 0.43 3.87 0.39  C4 1.088
26 H 0.98 3.29 -1.19  C4 1.087
27 H -1.86 3.55 -0.06  C5 1.090
28 H -1.25 4.19 -1.56  C5 1.092
29 H -1.46 2.18 -2.74  C6 1.090
30 H -2.86 2.30 -1.74  C6 1.089
31 H -2.48 0.29 -0.86  C7 1.094
32 C 6.16 -2.84 -1.98  C33 1.523, H37 1.091, H38 1.090, H39 1.092
33 C 5.03 -2.34 -1.09  C32 1.523, C34 1.534, H40 1.092, H41 1.091
34 C 4.82 -0.82 -1.19  C33 1.534, C35 1.461, H42 1.092, H43 1.092
35 C 6.02 -0.10 -0.78  C34 1.461, N36 1.146
36 N 6.99 0.41 -0.42  C35 1.146
37 H 7.12 -2.40 -1.69  C32 1.091
38 H 6.26 -3.92 -1.91  C32 1.090
39 H 5.97 -2.59 -3.03  C32 1.092
40 H 5.23 -2.61 -0.05  C33 1.092
41 H 4.09 -2.82 -1.37  C33 1.091
42 H 3.99 -0.50 -0.56  C34 1.092
43 H 4.58 -0.54 -2.22  C34 1.092
44 C -1.94 -4.36 2.17  C45 1.520, H49 1.087, H50 1.089, H51 1.093
45 C -0.99 -3.56 1.29  C44 1.520, C46 1.534, H52 1.092, H53 1.091
46 C -0.97 -2.07 1.67  C45 1.534, C47 1.462, H54 1.089, H55 1.092
47 C -2.31 -1.50 1.57  C46 1.462, N48 1.147
48 N -3.39 -1.12 1.50  C47 1.147
49 H -2.95 -3.99 2.06  C44 1.087
50 H -1.95 -5.41 1.88  C44 1.089
51 H -1.66 -4.30 3.22  C44 1.093
52 H -1.31 -3.64 0.25  C45 1.092
53 H 0.02 -3.95 1.34  C45 1.091
54 H -0.30 -1.52 1.00  C46 1.089
55 H -0.62 -1.92 2.69  C46 1.092
56 C -4.45 -3.32 -2.13  C57 1.522, H61 1.091, H62 1.091, H63 1.091
57 C -5.80 -3.97 -2.39  C56 1.522, C58 1.534, H64 1.092, H65 1.091
58 C -6.50 -3.38 -3.63  C57 1.534, C59 1.463, H66 1.091, H67 1.092
59 C -6.76 -1.95 -3.46  C58 1.463, N60 1.146
60 N -6.96 -0.84 -3.28  C59 1.146
61 H -4.56 -2.25 -1.94  C56 1.091
62 H -3.98 -3.76 -1.25  C56 1.091
63 H -3.78 -3.44 -2.97  C56 1.091
64 H -6.46 -3.85 -1.53  C57 1.092
65 H -5.68 -5.04 -2.54  C57 1.091
66 H -7.45 -3.87 -3.81  C58 1.091
67 H -5.88 -3.52 -4.51  C58 1.092
68 C 4.64 2.60 3.32  C69 1.522, H73 1.092, H74 1.086, H75 1.092
69 C 5.48 2.55 2.05  C68 1.522, C70 1.534, H76 1.091, H77 1.091
70 C 5.34 3.81 1.19  C69 1.534, C71 1.460, H78 1.091, H79 1.092
71 C 3.96 4.01 0.77  C70 1.460, N72 1.145
72 N 2.86 4.10 0.46  C71 1.145
73 H 3.57 2.66 3.09  C68 1.092
74 H 4.80 1.70 3.91  C68 1.086
75 H 4.91 3.45 3.94  C68 1.092
76 H 5.19 1.68 1.46  C69 1.091
77 H 6.53 2.43 2.30  C69 1.091
78 H 5.96 3.73 0.29  C70 1.091
79 H 5.66 4.69 1.74  C70 1.092
80 C -6.26 2.37 1.30  C81 1.523, H85 1.091, H86 1.087, H87 1.093
81 C -7.14 2.96 0.21  C80 1.523, C82 1.534, H88 1.092, H89 1.092
82 C -6.49 2.91 -1.18  C81 1.534, C83 1.461, H90 1.091, H91 1.093
83 C -5.23 3.65 -1.22  C82 1.461, N84 1.146
84 N -4.23 4.20 -1.25  C83 1.146
85 H -5.32 2.93 1.41  C80 1.091
86 H -6.75 2.42 2.27  C80 1.087
87 H -6.01 1.33 1.09  C80 1.093
88 H -7.37 4.00 0.46  C81 1.092
89 H -8.08 2.42 0.16  C81 1.092
90 H -7.15 3.32 -1.94  C82 1.091
91 H -6.28 1.87 -1.45  C82 1.093
92 C 9.41 0.74 -2.46  C93 1.523, H97 1.092, H98 1.087, H99 1.092
93 C 10.28 1.60 -3.37  C92 1.523, C94 1.534, H100 1.092, H101 1.092
94 C 10.71 0.87 -4.65  C93 1.534, C95 1.462, H102 1.091, H103 1.092
95 C 11.50 -0.33 -4.36  C94 1.462, N96 1.145
96 N 12.12 -1.27 -4.13  C95 1.145
97 H 9.95 -0.14 -2.12  C92 1.092
98 H 9.09 1.29 -1.58  C92 1.087
99 H 8.51 0.41 -2.98  C92 1.092
100 H 11.17 1.92 -2.83  C93 1.092
101 H 9.74 2.50 -3.66  C93 1.092
102 H 11.32 1.52 -5.28  C94 1.091
103 H 9.84 0.57 -5.22  C94 1.092
104 C -9.15 1.76 6.64  C105 1.523, H109 1.091, H110 1.090, H111 1.092
105 C -10.03 2.39 5.57  C104 1.523, C106 1.534, H112 1.091, H113 1.091
106 C -9.36 2.40 4.19  C105 1.534, C107 1.462, H114 1.091, H115 1.093
107 C -8.12 3.17 4.19  C106 1.462, N108 1.145
108 N -7.15 3.77 4.20  C107 1.145
109 H -8.23 2.33 6.77  C104 1.091
110 H -9.67 1.74 7.60  C104 1.090
111 H -8.89 0.74 6.38  C104 1.092
112 H -10.29 3.41 5.85  C105 1.091
113 H -10.97 1.84 5.48  C105 1.091
114 H -10.03 2.84 3.44  C106 1.091
115 H -9.13 1.38 3.87  C106 1.093
116 C -8.04 -3.64 1.63  C117 1.523, H121 1.091, H122 1.090, H123 1.092
117 C -6.98 -2.55 1.51  C116 1.523, C118 1.532, H124 1.091, H125 1.091
118 C -6.01 -2.79 0.35  C117 1.532, C119 1.461, H126 1.092, H127 1.093
119 C -5.27 -4.05 0.51  C118 1.461, N120 1.146
120 N -4.70 -5.03 0.63  C119 1.146
121 H -7.59 -4.61 1.84  C116 1.091
122 H -8.73 -3.41 2.45  C116 1.090
123 H -8.63 -3.72 0.71  C116 1.092
124 H -6.41 -2.48 2.44  C117 1.091
125 H -7.46 -1.58 1.35  C117 1.091
126 H -5.27 -1.99 0.30  C118 1.092
127 H -6.55 -2.83 -0.60  C118 1.093
128 C 8.86 -0.15 2.86  C129 1.524, H133 1.091, H134 1.090, H135 1.091
129 C 9.07 -0.91 4.16  C128 1.524, C130 1.535, H136 1.092, H137 1.091
130 C 7.76 -1.22 4.89  C129 1.535, C131 1.461, H138 1.091, H139 1.092
131 C 7.07 0.02 5.26  C130 1.461, N132 1.145
132 N 6.55 1.01 5.50  C131 1.145
133 H 8.40 0.82 3.04  C128 1.091
134 H 9.81 0.03 2.36  C128 1.090
135 H 8.22 -0.70 2.16  C128 1.091
136 H 9.72 -0.35 4.83  C129 1.092
137 H 9.57 -1.86 3.95  C129 1.091
138 H 7.94 -1.79 5.80  C130 1.091
139 H 7.09 -1.80 4.26  C130 1.092

Results of the Mulliken charge analysis, in e, for atoms 1 through 8: atom 1 (O): -0.6646, atom 2 (S): 1.0961, atom 3 (O): -0.3529, atom 4 (C): -0.6580, atom 5 (C): -0.9029, atom 6 (C): -0.0968, atom 7 (C): -0.7348, atom 8 (S): 1.3514

---

(2)
The following is a quantum chemistry calculation of 2 unconnected molecules or ions with the total composition CF3NO3, from the OMol25 dataset.

ΔE to the lowest compared entry with this formula, charge and spin: 71.6 kcal/mol

Last columns: bonded neighbours and bond lengths (Å).
Atoms and positions in Å:
1 C -1.37 -0.21 -0.12  F6 1.270, F7 1.372, F8 1.295
2 N 1.58 0.23 0.15  O3 1.210, O4 1.159, O5 1.322
3 O 2.71 0.30 -0.27  N2 1.210
4 O 1.19 0.58 1.19  N2 1.159
5 O 0.81 -0.35 -0.75  N2 1.322
6 F -1.38 0.71 0.75  C1 1.270
7 F -1.59 -1.52 0.21  C1 1.372
8 F -1.95 0.26 -1.18  C1 1.295

In the natural (NBO) picture, each atom carries the following charge in e: atom 1 (C): 1.2548, atom 2 (N): 0.7207, atom 3 (O): -0.3990, atom 4 (O): -0.3947, atom 5 (O): -0.4623, atom 6 (F): -0.2226, atom 7 (F): -0.2515, atom 8 (F): -0.2453

---

(3)
The following is a quantum chemistry calculation of 2 unconnected molecules or ions with the total composition C6H16O2, from the OMol25 dataset.

ΔE to the lowest compared entry with this formula, charge and spin: 110.1 kcal/mol
SMILES: CCOC.CCOC

Last columns: bonded neighbours and bond lengths (Å).
Atoms and positions in Å:
1 C 0.51 -1.18 0.33  C3 1.524, O4 1.741, H5 1.098, H6 1.095
2 C 1.67 0.39 -1.73  O4 1.393, H7 1.106, H8 1.099, H9 1.099
3 C 0.64 -2.51 -0.39  C1 1.524, H10 1.093, H11 1.093, H12 1.094
4 O 0.57 -0.12 -1.05  C1 1.741, C2 1.393
5 H 0.03 -1.47 1.28  C1 1.098
6 H 1.46 -0.92 0.82  C1 1.095
7 H 2.37 0.92 -1.05  C2 1.106
8 H 2.20 -0.37 -2.31  C2 1.099
9 H 1.34 1.13 -2.47  C2 1.099
10 H -0.30 -2.81 -0.85  C3 1.093
11 H 1.38 -2.41 -1.19  C3 1.093
12 H 1.00 -3.28 0.30  C3 1.094
13 C -0.87 1.64 0.70  C15 1.501, O16 1.594, H17 1.088, H18 1.091
14 C -2.41 -0.17 -0.06  O16 1.429, H19 1.093, H20 1.093, H21 1.092
15 C 0.32 1.89 1.58  C13 1.501, H22 1.092, H23 1.096, H24 1.093
16 O -1.38 0.14 0.88  C13 1.594, C14 1.429
17 H -0.64 1.79 -0.35  C13 1.088
18 H -1.74 2.21 1.03  C13 1.091
19 H -1.98 -0.20 -1.06  C14 1.093
20 H -2.83 -1.15 0.20  C14 1.093
21 H -3.20 0.59 -0.03  C14 1.092
22 H 1.17 1.29 1.27  C15 1.092
23 H 0.60 2.95 1.53  C15 1.096
24 H 0.10 1.63 2.62  C15 1.093

Results of the natural (NBO) charge analysis, in e, for atoms 1 through 8: atom 1 (C): -0.0266, atom 2 (C): -0.2347, atom 3 (C): -0.6418, atom 4 (O): -0.6484, atom 5 (H): 0.2292, atom 6 (H): 0.1668, atom 7 (H): 0.1563, atom 8 (H): 0.1554

---

Number 1: calculated total energy -116536.90498 eV. Number 2: calculated total energy -16814.88976 eV. Number 3: calculated total energy -10571.76487 eV.